This record from OMol25 describes a molecular structure, C41H49BCaO2P2 at a distorted geometry. The level of theory is the ωB97M-V functional and the def2-TZVPD basis.

Cartesian coordinates (Å):
1 Ca 2.04268 -4.08680 0.44508
2 C -0.55488 1.19481 2.89442
3 C -0.04343 0.79102 4.08195
4 C -0.38691 -0.42795 4.89010
5 C -0.29949 -1.74623 4.08777
6 C -1.71769 -2.11858 3.65249
7 C -2.44464 -1.28560 2.83041
8 C -2.90609 0.12630 3.24164
9 C -2.05032 1.25192 2.68838
10 C 0.65770 -2.68811 -1.68600
11 H 0.03653 1.84890 2.21622
12 H 0.70035 1.41738 4.62198
13 H -1.39109 -0.35030 5.30284
14 H 0.27451 -0.50515 5.77357
15 H 0.26606 -1.57653 3.16472
16 H 0.22447 -2.50424 4.66439
17 H -2.07019 -3.11763 3.90740
18 H -2.66355 -1.54375 1.75231
19 H -3.07974 0.29119 4.31158
20 H -3.88812 0.23783 2.78857
21 H -2.28945 1.37313 1.63678
22 H -2.42484 2.23026 3.05805
23 H 1.02993 -1.63489 -2.07941
24 H -0.36901 -2.38994 -1.38864
25 H 0.47596 -3.19516 -2.63633
26 P 6.12115 -4.61022 2.21099
27 P 4.27244 -7.22299 1.36646
28 C 5.11580 -5.50452 3.39100
29 C 4.58722 -6.72169 3.09439
30 C 7.77286 -4.87145 3.03821
31 C 7.88787 -5.20845 4.39912
32 C 9.11699 -5.53054 4.99696
33 C 10.29661 -5.53620 4.24022
34 C 10.21157 -5.23117 2.86942
35 C 8.97592 -4.91150 2.28534
36 C 5.46925 -2.91219 2.68603
37 C 4.13942 -2.58565 2.37742
38 C 3.59754 -1.37462 2.80747
39 C 4.40715 -0.45351 3.49024
40 C 5.73964 -0.77250 3.77434
41 C 6.29183 -1.99250 3.34052
42 C 4.74432 -9.02316 1.76230
43 C 6.04160 -9.31501 2.24733
44 C 6.40259 -10.62775 2.57536
45 C 5.48870 -11.67555 2.44620
46 C 4.20459 -11.39465 1.97257
47 C 3.85282 -10.09317 1.59557
48 C 2.43451 -7.34358 1.43866
49 C 1.72253 -7.50685 0.23297
50 C 0.34868 -7.70974 0.25895
51 C -0.33666 -7.73705 1.47173
52 C 0.36222 -7.52390 2.66222
53 C 1.73642 -7.29267 2.63932
54 H 4.95749 -5.03004 4.36441
55 H 4.34834 -7.45255 3.88937
56 H 6.99932 -5.26190 5.02224
57 H 9.16571 -5.77805 6.06015
58 H 11.26444 -5.75279 4.71247
59 H 11.13610 -5.24756 2.27904
60 H 8.95317 -4.69959 1.21477
61 H 3.47865 -3.44977 2.01187
62 H 2.54997 -1.13706 2.58901
63 H 3.97807 0.50427 3.80583
64 H 6.35638 -0.08282 4.34435
65 H 7.33985 -2.22218 3.54153
66 H 6.76894 -8.51218 2.39589
67 H 7.40326 -10.84876 2.94376
68 H 5.77096 -12.70055 2.67957
69 H 3.47319 -12.19198 1.88868
70 H 2.85631 -9.90640 1.19714
71 H 2.26822 -7.52123 -0.71855
72 H -0.19582 -7.86387 -0.67870
73 H -1.42175 -7.87683 1.49503
74 H -0.14851 -7.53019 3.61980
75 H 2.27895 -7.09231 3.56303
76 C -0.79902 2.03824 -4.53062
77 C -0.12135 2.05548 -3.17218
78 C 0.46740 3.42589 -2.90360
79 O 0.98984 1.10367 -3.28892
80 B 0.68830 0.09595 -2.45521
81 O -0.23003 0.35439 -1.46821
82 C -0.98208 1.52054 -1.92831
83 C -0.99182 2.42413 -0.70589
84 C -2.37371 1.03370 -2.31834
85 H -0.07527 2.42339 -5.25940
86 H -1.69568 2.66620 -4.58315
87 H -1.05012 1.02290 -4.85784
88 H 1.14390 3.70917 -3.72449
89 H -0.36102 4.13614 -2.85190
90 H 1.07763 3.42605 -1.99170
91 H -1.32542 3.46099 -0.88372
92 H -1.57972 1.92836 0.07249
93 H 0.01684 2.44149 -0.27700
94 H -2.31840 0.29726 -3.12769
95 H -2.89808 0.53704 -1.49224
96 H -2.97903 1.87279 -2.69571

Force components x, y, z for each atom (eV/Å):
Ca -1.27 0.52 -1.71
C -0.10 1.04 1.19
C 0.93 0.71 0.08
C -0.02 0.21 0.83
C -1.45 1.12 0.98
C 0.36 -0.22 -0.89
C -0.14 0.22 0.32
C 1.11 0.19 -0.63
C -0.29 0.16 -1.25
C 0.07 0.80 0.30
H -0.49 0.00 0.95
H 0.50 -0.70 -1.27
H -0.07 -0.10 0.18
H -0.14 0.30 -0.49
H -0.06 -0.11 0.19
H -0.31 -0.26 0.07
H 0.67 -0.65 -1.49
H -1.22 -0.56 1.64
H 0.32 -0.62 -0.15
H -0.22 -0.08 -0.03
H 0.09 -0.40 -0.34
H 0.48 -0.37 0.30
H 0.31 -1.03 0.63
H 0.22 -0.28 0.35
H 0.21 -0.52 -0.17
P -0.01 0.83 -0.73
P 0.73 -1.27 0.39
C -1.11 -1.31 0.12
C 0.66 1.09 0.52
C 0.80 -0.13 0.45
C 0.27 -0.09 0.13
C 0.16 0.09 -0.37
C -0.52 0.27 -0.30
C -0.07 -0.02 0.49
C -0.22 0.07 0.07
C 1.02 -0.32 -0.14
C -0.14 -0.89 0.83
C 0.08 0.02 -0.33
C 0.00 -0.22 -0.06
C -0.12 -0.29 -0.33
C -0.68 0.57 0.13
C 0.07 -0.28 -0.34
C -0.42 -0.06 -0.02
C -0.15 0.10 -0.08
C -0.32 0.40 -0.25
C 0.31 0.21 -0.09
C 0.14 0.05 0.26
C 0.02 0.03 -0.24
C 0.43 -0.23 0.21
C -0.28 -0.11 -0.30
C -0.04 0.21 0.26
C 0.06 0.17 -0.15
C -0.25 -0.31 0.12
H 0.41 -0.55 0.13
H -0.40 0.69 -0.30
H 0.16 0.12 -0.08
H -0.14 0.09 -0.34
H -0.51 0.03 -0.29
H -0.56 0.06 0.08
H -0.09 -0.02 0.26
H 1.19 1.51 0.71
H 0.36 -0.05 0.15
H 0.22 -0.43 -0.08
H -0.09 -0.02 -0.16
H -0.34 0.00 0.01
H -0.21 -0.18 -0.09
H -0.16 0.18 -0.09
H -0.04 0.26 0.07
H 0.07 0.07 -0.08
H 0.17 -0.06 0.14
H -0.22 0.02 0.34
H 0.22 0.12 0.37
H 0.44 -0.04 -0.04
H -0.07 0.04 -0.15
H -0.33 -0.15 -0.20
C -0.09 0.00 -0.41
C 0.08 0.14 0.36
C 0.41 -0.03 -0.24
O -0.77 0.40 -0.34
B 0.75 -0.85 1.29
O -0.31 0.01 -1.18
C 0.37 -0.25 0.04
C 0.15 0.23 0.28
C -0.20 0.15 -0.42
H -0.16 -0.04 0.12
H 0.14 -0.09 0.12
H -0.04 0.19 0.21
H -0.33 -0.08 0.15
H 0.27 0.21 0.14
H -0.38 0.12 -0.14
H -0.07 -0.53 0.11
H -0.18 0.33 -0.38
H -0.08 0.24 -0.27
H 0.10 0.12 0.13
H 0.27 0.31 0.00
H 0.05 -0.21 0.25

Values from the calculation:
Energy above the lowest of the compared OMol25 structures with the same formula, charge and spin   175.4 kcal/mol
HOMO energy (alpha / beta)   -5.5 / -4.4 eV
Calculated total energy   -3126.990078 Eh
Orbital gap (alpha / beta)   5.26 / 4.70 eV